Entry 1:
This record from the Open Molecules 2025 dataset describes a structure of composition C36H60BBrClF3KMgN3O11S3V at a distorted geometry. The level of theory is the ωB97M-V functional and the def2-TZVPD basis.

**Maximum force**: 0.0883 Eh/bohr
**LUMO level**: -7.59 eV
**Net charge**: +1
**Molar mass**: 1104.6 g/mol
**Orbital gap**: 1.0 eV

The geometry in XYZ format:
```
122
C36H60BBrClF3KMgN3O11S3V | the Open Molecules 2025 dataset | the ωB97M-V functional and the def2-TZVPD basis
C 7.476 0.316 2.158
C 7.211 1.749 1.639
N 6.270 1.882 0.512
C 6.900 1.932 -0.825
C 8.122 1.008 -1.057
C 5.174 1.029 0.584
S 5.127 -0.412 -0.212
S 3.826 1.650 1.547
C 2.832 0.285 2.199
C 1.316 0.638 2.190
C 0.420 -0.602 2.442
C -0.187 -1.356 1.218
B -1.033 -2.528 1.997
O -1.674 -3.555 1.289
N -1.124 -2.623 3.486
C -1.312 -3.978 3.925
C -2.422 -1.943 3.823
C -1.412 -0.758 0.442
C -1.743 0.751 0.499
C -2.562 1.089 -0.753
O -2.087 1.479 -1.777
O -3.945 0.863 -0.678
C -4.642 2.057 -0.566
C -6.088 2.148 -1.018
O -4.101 3.043 -0.137
C -1.300 -1.536 -0.879
N -0.236 -2.217 -0.901
C 0.746 -2.094 0.189
C 1.277 -3.426 0.751
C 2.586 -3.929 0.095
C 2.617 -4.599 -1.154
C 3.793 -5.039 -1.711
C 5.016 -4.843 -1.056
C 4.980 -4.219 0.161
C 3.812 -3.766 0.745
C 3.974 -3.111 2.112
C 1.846 -1.295 -0.581
C 1.547 0.178 -0.907
F 2.077 -1.860 -1.854
H 8.471 0.328 2.630
H 7.574 -0.393 1.327
H 6.753 -0.044 2.898
H 6.798 2.320 2.490
H 8.176 2.214 1.421
H 6.136 1.792 -1.598
H 7.248 2.971 -0.961
H 9.021 1.349 -0.545
H 7.903 -0.049 -0.878
H 8.364 1.073 -2.142
H 3.045 -0.693 1.760
H 3.091 0.199 3.266
H 1.193 1.286 3.075
H 1.032 1.280 1.354
H 1.020 -1.312 3.025
H -0.424 -0.225 3.033
H -2.618 -3.385 1.197
H -2.280 -4.405 3.643
H -0.482 -4.645 3.668
H -1.331 -3.908 5.130
H -2.392 -0.864 3.637
H -3.186 -2.356 3.125
H -2.771 -2.208 4.825
H -2.334 -1.204 0.878
H -2.404 0.962 1.349
H -0.897 1.438 0.496
H -6.246 3.003 -1.668
H -6.760 2.265 -0.165
H -6.420 1.256 -1.555
H -2.019 -1.584 -1.695
H -0.121 -2.831 -1.773
H 0.565 -4.243 0.570
H 1.565 -3.356 1.809
H 1.675 -4.763 -1.738
H 3.818 -5.557 -2.673
H 5.957 -5.166 -1.493
H 5.931 -4.093 0.688
H 4.370 -2.091 2.009
H 3.093 -3.168 2.758
H 4.768 -3.667 2.635
H 2.830 -1.321 -0.100
H 1.564 0.380 -1.985
H 0.609 0.579 -0.519
H 2.354 0.799 -0.490
C -7.198 1.067 -6.475
S -5.999 1.201 -5.141
O -6.754 1.352 -3.883
C -5.402 2.846 -5.596
H -7.726 0.124 -6.360
H -7.911 1.892 -6.420
H -6.681 1.078 -7.435
H -6.223 3.547 -5.595
H -4.947 2.801 -6.587
H -4.649 3.165 -4.865
F 0.027 -4.425 -2.113
K -6.351 5.215 -5.096
Br -8.180 4.056 -0.858
C -12.639 3.927 -3.866
C -11.770 3.475 -5.011
O -11.828 4.002 -6.099
C -10.819 2.336 -4.745
H -13.271 4.749 -4.196
H -13.276 3.106 -3.535
H -12.016 4.271 -3.038
H -11.372 1.443 -4.451
H -10.118 2.617 -3.954
H -10.259 2.118 -5.653
O 8.100 -5.358 -2.175
V 8.801 -4.355 -0.836
O 9.424 -3.429 0.370
C 2.051 5.483 5.666
C 2.234 4.708 4.386
O 1.973 3.367 4.785
C 1.189 3.417 5.896
O 0.656 2.474 6.379
O 1.099 4.684 6.373
H 1.669 6.488 5.500
H 2.969 5.546 6.253
H 1.514 4.993 3.616
H 3.240 4.802 3.982
Cl -2.378 -4.643 6.348
Mg 7.296 -5.455 -3.915
F 10.212 0.944 -2.311
```

***

Entry 2:
This record from the Open Molecules 2025 dataset describes a structure of composition C36H61AuBN5O2P2S2SeSi at a distorted geometry. The level of theory is the ωB97M-V functional and the def2-TZVPD basis.

**2S+1**: 3
**Energy relative to the best compared isomer or geometry (same formula, charge and spin)**: 34.1 kcal per mole
**Maximum force**: 0.0442 Eh/bohr
**LUMO level (alpha / beta)**: 0.34 / -2.77 eV
**Net charge**: 0
**Molar mass**: 1036.8 g/mol
**Orbital gap (alpha / beta)**: 6.0 / 4.3 eV

The geometry in XYZ format:
```
112
C36H61AuBN5O2P2S2SeSi | the Open Molecules 2025 dataset | the ωB97M-V functional and the def2-TZVPD basis
Au -0.193 -0.237 0.033
C 3.661 -3.081 -0.387
C 2.639 -3.079 -1.537
C 1.492 -3.981 -1.107
C 3.217 -3.637 -2.839
P 1.830 -1.310 -1.684
C 1.027 -1.397 -3.376
N -0.378 -1.438 -3.080
B -0.953 -1.164 -1.784
N -2.352 -1.371 -2.050
C -3.385 -1.234 -1.075
P -2.526 -0.651 0.478
C -2.670 -2.097 1.701
C -1.908 -3.268 1.039
C -1.954 -1.733 3.028
C -4.128 -2.481 1.945
C -3.550 0.820 1.039
C -3.187 1.934 0.048
C -3.104 1.271 2.429
C -5.079 0.627 1.037
C -2.571 -1.830 -3.327
C -3.751 -2.016 -4.039
C -3.672 -2.231 -5.431
C -2.440 -2.209 -6.100
C -1.240 -2.019 -5.378
C -1.316 -1.873 -3.983
C 3.326 -0.140 -1.790
C 2.822 1.100 -2.509
C 4.527 -0.627 -2.592
C 3.719 0.252 -0.338
H 3.911 -4.146 -0.164
H 3.209 -2.629 0.521
H 4.601 -2.552 -0.614
H 1.829 -5.029 -0.984
H 0.668 -3.999 -1.845
H 1.068 -3.628 -0.163
H 4.012 -4.367 -2.634
H 3.680 -2.818 -3.411
H 2.442 -4.129 -3.469
H 1.311 -2.273 -3.992
H 1.275 -0.501 -4.017
H -3.952 -2.162 -0.987
H -4.113 -0.460 -1.367
H -0.859 -3.280 1.406
H -1.859 -3.176 -0.055
H -2.367 -4.256 1.301
H -0.885 -1.529 2.803
H -1.981 -2.562 3.766
H -2.420 -0.846 3.519
H -4.708 -2.575 1.005
H -4.635 -1.720 2.579
H -4.230 -3.443 2.500
H -2.122 2.201 0.117
H -3.775 2.846 0.295
H -3.341 1.659 -1.004
H -2.008 1.229 2.504
H -3.558 0.656 3.218
H -3.463 2.310 2.585
H -5.508 0.145 0.140
H -5.547 1.642 1.138
H -5.442 0.048 1.887
H -4.738 -1.973 -3.574
H -4.583 -2.423 -5.968
H -2.359 -2.343 -7.192
H -0.310 -1.974 -5.902
H 2.522 0.945 -3.572
H 3.624 1.897 -2.546
H 1.948 1.539 -2.000
H 4.144 -1.034 -3.552
H 5.085 -1.436 -2.087
H 5.232 0.206 -2.799
H 2.944 -0.040 0.399
H 3.873 1.359 -0.331
H 4.652 -0.256 -0.013
N -0.878 9.233 1.133
C -0.539 8.191 0.317
C -1.468 7.247 -0.109
C -1.090 6.142 -0.864
C 0.243 5.933 -1.145
C 1.212 6.877 -0.786
C 0.792 8.018 -0.115
S 0.706 4.343 -1.695
O 2.165 4.208 -1.649
O 0.035 4.129 -2.959
N 0.087 3.258 -0.643
C 0.654 2.830 0.434
S 1.700 3.870 1.497
C 1.659 2.678 2.708
C 1.009 1.564 2.256
N 0.524 1.634 1.007
H -1.722 9.152 1.705
H -0.127 9.819 1.488
H -2.491 7.356 0.185
H -1.828 5.435 -1.226
H 2.270 6.686 -0.972
H 1.512 8.797 0.097
H 2.157 2.758 3.651
H 0.831 0.603 2.761
C 2.314 -0.914 5.280
Si 2.087 -2.499 4.301
C 3.685 -3.508 4.311
C 0.835 -3.580 5.220
Se 1.429 -1.899 2.222
H 2.949 -1.114 6.176
H 1.389 -0.495 5.692
H 2.834 -0.132 4.686
H 4.323 -3.254 5.185
H 4.252 -3.362 3.351
H 3.500 -4.581 4.373
H 1.181 -3.674 6.268
H 0.810 -4.612 4.811
H -0.172 -3.158 5.244
```

***

Entry 3:
This record from the Open Molecules 2025 dataset describes a cluster of 9 separate species, C36H61F15O18 in total at a distorted geometry. The level of theory is the ωB97M-V functional and the def2-TZVPD basis.

**2S+1**: 2
**Maximum force**: 0.1022 Eh/bohr
**LUMO level (alpha / beta)**: 1.74 / 1.74 eV
**Net charge**: -1
**Molar mass**: 1066.8 g/mol
**Orbital gap (alpha / beta)**: 1.7 / 6.5 eV

The geometry in XYZ format:
```
130
C36H61F15O18 | the Open Molecules 2025 dataset | the ωB97M-V functional and the def2-TZVPD basis
C -2.239 -2.433 -1.771
O -1.808 -3.502 -2.690
C -0.496 -3.906 -2.332
C -0.052 -4.980 -3.357
O -0.811 -6.146 -3.431
C -0.717 -7.057 -2.297
H -3.201 -2.021 -2.075
H -1.535 -1.604 -1.691
H -2.275 -2.832 -0.757
H -0.588 -4.410 -1.369
H 0.235 -3.143 -2.065
H 0.935 -5.339 -3.066
H -0.005 -4.430 -4.297
H -1.443 -7.858 -2.436
H -1.053 -6.714 -1.318
H 0.299 -7.443 -2.215
C 3.451 -2.667 -0.739
O 2.374 -3.561 -0.888
C 2.408 -4.608 0.040
C 2.169 -4.225 1.513
O 0.910 -3.665 1.615
C 0.222 -3.663 2.872
H 3.357 -2.196 0.239
H 3.349 -1.889 -1.497
H 4.438 -3.093 -0.919
H 3.354 -5.149 0.009
H 1.665 -5.351 -0.248
H 2.902 -3.550 1.953
H 2.271 -5.172 2.043
H 0.015 -4.682 3.199
H -0.712 -3.110 2.775
H 0.787 -3.233 3.699
C 4.291 0.206 2.017
O 3.583 1.077 1.088
C 4.019 2.454 1.310
C 3.304 3.373 0.281
O 1.876 3.446 0.559
C 1.289 4.517 -0.180
H 4.209 -0.851 1.765
H 3.907 0.244 3.037
H 5.364 0.387 2.080
H 5.094 2.559 1.167
H 3.846 2.795 2.331
H 3.536 2.882 -0.665
H 3.801 4.342 0.326
H 0.217 4.436 -0.357
H 1.803 4.700 -1.125
H 1.238 5.431 0.411
O -2.872 0.393 0.691
C -1.695 0.193 0.471
O -1.037 0.730 -0.552
C 0.319 0.547 -0.574
C 0.570 -0.012 0.816
C -0.742 -0.744 1.250
H 0.875 1.448 -0.833
H 0.608 -0.256 -1.252
H 0.817 0.787 1.515
H 1.345 -0.779 0.791
H -0.938 -0.804 2.320
H -0.900 -1.755 0.875
C -1.434 1.694 -8.200
C -0.816 2.896 -7.510
O -1.300 3.025 -6.185
C -0.451 2.658 -5.089
O 0.603 2.097 -5.144
C -1.098 2.992 -3.741
F -1.555 1.935 -3.160
F -0.248 3.669 -2.916
F -2.073 3.832 -4.019
H -0.925 1.592 -9.158
H -2.502 1.811 -8.387
H -1.376 0.784 -7.603
H -1.006 3.777 -8.123
H 0.254 2.687 -7.506
C -6.451 0.515 1.650
C -7.379 -0.425 0.839
O -8.660 0.058 0.628
C -9.657 -0.007 1.571
O -9.508 -0.195 2.811
C -11.051 0.288 0.937
F -10.906 0.748 -0.286
F -11.772 -0.845 0.894
F -11.637 1.245 1.698
H -6.637 0.683 2.710
H -6.539 1.518 1.232
H -5.383 0.310 1.578
H -7.373 -1.386 1.354
H -6.833 -0.653 -0.077
C -3.610 -1.602 3.476
C -3.582 -0.227 4.154
O -3.154 -0.208 5.546
C -1.890 0.048 5.850
O -0.964 0.106 5.019
C -1.654 0.339 7.366
F -1.478 1.628 7.563
F -2.670 -0.073 8.141
F -0.533 -0.175 7.812
H -2.583 -1.953 3.375
H -3.973 -1.468 2.457
H -4.228 -2.401 3.884
H -4.512 0.341 4.191
H -2.885 0.422 3.623
C 6.718 -2.419 -5.447
C 5.657 -1.295 -5.709
O 5.301 -0.674 -4.497
C 4.397 0.356 -4.461
O 3.877 0.812 -5.493
C 4.055 1.032 -3.122
F 4.691 0.524 -2.099
F 4.276 2.331 -3.180
F 2.738 0.924 -2.819
H 6.277 -3.161 -4.781
H 7.513 -1.945 -4.871
H 7.090 -2.941 -6.328
H 4.725 -1.773 -6.010
H 5.941 -0.497 -6.395
C 0.537 3.582 3.863
C 1.493 3.962 5.020
O 2.725 4.544 4.622
C 3.076 5.770 5.107
O 2.405 6.422 5.893
C 4.291 6.392 4.437
F 4.741 5.638 3.455
F 4.036 7.630 3.923
F 5.272 6.426 5.399
H 0.959 3.042 3.015
H 0.080 4.483 3.454
H -0.216 3.053 4.447
H 1.836 3.029 5.467
H 1.007 4.559 5.791
```

***

Entry 4:
This record from the Open Molecules 2025 dataset describes a cluster of 7 separate species, C36H61F2IN5O5S in total at a distorted geometry. The level of theory is the ωB97M-V functional and the def2-TZVPD basis.

**Energy relative to the best compared isomer or geometry (same formula, charge and spin)**: 62.2 kcal per mole
**Maximum force**: 0.0696 Eh/bohr
**LUMO level**: -4.55 eV
**Net charge**: +1
**Molar mass**: 840.9 g/mol
**Orbital gap**: 2.0 eV

The geometry in XYZ format:
```
111
C36H61F2IN5O5S | the Open Molecules 2025 dataset | the ωB97M-V functional and the def2-TZVPD basis
C 5.597 1.345 1.676
C 5.916 -0.033 2.424
N 4.767 -0.957 2.576
C 4.047 -1.228 1.289
C 4.988 -1.587 0.050
C 4.714 -0.504 -1.095
C 5.938 -0.258 -2.080
C 5.455 0.888 -3.122
C 5.668 2.345 -2.443
C 6.863 3.043 -3.249
C 7.637 4.119 -2.381
O 6.913 5.367 -2.478
C 7.746 6.491 -2.067
C 3.756 -0.336 3.434
O 3.982 0.574 4.240
O 2.390 -0.760 3.323
C 1.563 0.313 2.835
C 0.597 -0.237 1.671
C -0.945 -0.001 2.034
I -2.180 0.215 0.216
H 4.505 1.638 1.668
H 6.067 1.331 0.634
H 6.164 2.164 2.240
H 6.805 -0.507 1.886
H 6.325 0.249 3.453
H 3.369 -2.131 1.472
H 3.371 -0.373 0.974
H 6.085 -1.753 0.306
H 4.615 -2.584 -0.368
H 4.404 0.523 -0.693
H 3.834 -0.878 -1.710
H 6.151 -1.169 -2.719
H 6.864 0.143 -1.547
H 4.327 0.716 -3.233
H 5.957 0.797 -4.133
H 5.958 2.171 -1.362
H 4.713 2.964 -2.442
H 6.441 3.459 -4.228
H 7.606 2.208 -3.490
H 7.721 3.739 -1.304
H 8.686 4.221 -2.824
H 7.513 6.703 -0.970
H 8.857 6.277 -2.203
H 7.478 7.375 -2.730
H 2.195 1.130 2.347
H 0.922 0.807 3.630
H 0.750 -1.341 1.484
H 0.782 0.329 0.697
H -1.404 -0.847 2.623
H -1.068 0.961 2.615
N 4.307 4.838 -5.122
H 4.703 4.076 -5.680
H 3.443 4.520 -4.675
H 4.984 5.120 -4.398
H 4.104 5.637 -5.730
C 2.197 7.696 -0.554
C 2.917 6.360 -0.755
C 4.279 6.663 -1.384
S 4.726 8.311 -0.843
O 4.755 9.181 -1.996
O 5.829 8.226 0.085
C 3.225 8.630 0.071
H 1.315 7.590 0.080
H 1.872 8.090 -1.522
H 3.059 5.874 0.215
H 2.336 5.679 -1.380
H 5.040 5.957 -1.055
H 4.225 6.670 -2.474
H 2.957 9.682 -0.013
H 3.410 8.370 1.115
N -3.686 -1.417 3.552
C -3.674 -1.294 4.887
C -4.817 -1.250 5.669
C -6.048 -1.334 5.036
C -6.087 -1.460 3.654
C -4.887 -1.497 2.964
H -2.688 -1.229 5.336
H -4.747 -1.152 6.745
H -6.966 -1.302 5.612
H -7.030 -1.527 3.125
H -4.867 -1.598 1.884
F 7.085 -3.243 0.925
C -9.097 -8.265 -4.933
N -9.003 -7.660 -3.588
C -7.796 -7.556 -3.000
C -7.665 -6.958 -1.758
C -8.787 -6.449 -1.102
C -10.023 -6.597 -1.733
C -10.109 -7.205 -2.972
C -8.687 -5.756 0.194
C -9.138 -4.442 0.334
C -9.089 -3.815 1.563
N -8.612 -4.459 2.639
C -8.147 -5.716 2.536
C -8.172 -6.381 1.319
C -8.609 -3.805 3.956
H -8.672 -9.267 -4.886
H -8.535 -7.633 -5.621
H -10.139 -8.316 -5.243
H -6.942 -7.945 -3.542
H -6.676 -6.874 -1.321
H -10.933 -6.240 -1.263
H -11.057 -7.325 -3.482
H -9.532 -3.893 -0.515
H -9.439 -2.799 1.697
H -7.770 -6.180 3.437
H -7.806 -7.401 1.275
H -7.586 -3.803 4.330
H -9.268 -4.380 4.608
H -8.975 -2.784 3.864
F -10.410 -6.088 2.907
```

***

> Which of these has the highest maximum force?

C36H61F15O18

***

> What is the maximum force in the second record?

0.0442 Eh/bohr